Entry 1:
{
  "formula": "C33H43HfN5P2",
  "method": "ωB97M-V/def2-TZVPD",
  "elements": ["Hf", "C", "C", "C", "C", "C", "C", "C", "C", "C", "H", "H", "H", "H", "H", "H", "H", "H", "H", "H", "H", "H", "H", "H", "H", "P", "P", "N", "N", "N", "N", "C", "C", "C", "C", "C", "C", "C", "C", "C", "C", "C", "C", "C", "C", "C", "C", "C", "C", "H", "H", "H", "H", "H", "H", "H", "H", "H", "H", "H", "H", "H", "H", "H", "H", "H", "H", "H", "H", "C", "C", "C", "C", "C", "C", "N", "H", "H", "H", "H", "H", "H", "H", "H"],
  "positions_angstrom": [[-2.0875, -0.6992, 0.3069], [3.5441, -0.5719, -4.1675], [3.9755, -0.7051, -2.9120], [4.8433, 0.3212, -2.2301], [4.4324, 1.7882, -2.4597], [2.9480, 2.0596, -2.4732], [2.2529, 2.0762, -3.6218], [2.9399, 1.8264, -4.9456], [3.8817, 0.5973, -5.0531], [-3.9303, 0.4610, 0.7244], [2.9933, -1.3778, -4.6624], [3.8080, -1.6309, -2.3597], [5.8903, 0.2023, -2.5557], [4.8289, 0.1054, -1.1546], [4.8979, 2.3900, -1.6670], [4.8964, 2.1387, -3.3904], [2.4826, 2.3258, -1.5208], [1.2036, 2.3745, -3.6626], [3.5428, 2.6964, -5.2542], [2.1637, 1.7224, -5.7126], [3.8163, 0.2441, -6.0920], [4.9256, 0.9113, -4.9220], [-4.5713, -0.3736, 1.0631], [-4.4282, 0.8724, -0.1651], [-4.0170, 1.1998, 1.5378], [-0.9441, 1.5085, 0.7448], [0.1532, -1.3251, 1.1168], [-1.3246, 2.8147, -0.3666], [-1.1091, 2.4742, 2.2633], [0.2788, -1.5957, -0.6855], [0.7524, -2.8623, 1.8033], [0.8737, 1.3305, 0.6319], [1.4123, -0.0056, 1.2010], [-2.3035, 2.7953, -1.3725], [-2.1787, 3.9592, -2.1105], [-1.1304, 4.7412, -1.5215], [-0.6166, 4.0161, -0.4569], [-2.2351, 3.2443, 2.6098], [-1.9189, 4.0255, 3.7184], [-0.5665, 3.7281, 4.0842], [-0.1091, 2.7613, 3.1956], [-0.7491, -1.5970, -1.6481], [-0.2048, -1.9856, -2.8564], [1.1647, -2.2163, -2.6526], [1.4523, -1.9101, -1.3286], [1.5918, -3.9009, 1.3870], [1.6423, -4.8809, 2.3710], [0.7729, -4.4579, 3.4289], [0.2479, -3.2273, 3.0656], [1.3220, 2.1714, 1.1710], [1.1186, 1.4584, -0.4310], [2.3318, -0.3076, 0.6761], [1.6525, 0.0990, 2.2761], [-3.0094, 1.9780, -1.4476], [-2.7692, 4.2229, -2.9758], [-0.7978, 5.7185, -1.8325], [0.1643, 4.2303, 0.2573], [-3.1474, 3.1432, 2.0532], [-2.5754, 4.7467, 4.2021], [0.0032, 4.1778, 4.8842], [0.8373, 2.2393, 3.1431], [-1.8605, -1.3079, -1.4813], [-0.7441, -2.0622, -3.8034], [1.8865, -2.5590, -3.3787], [2.4124, -1.8465, -0.8175], [2.0803, -3.8782, 0.4243], [2.2069, -5.8041, 2.3384], [0.5505, -5.0149, 4.3300], [-0.4325, -2.5643, 3.5744], [-2.9818, -3.8673, 0.3550], [-3.2848, -3.2031, 1.6319], [-3.9078, -3.7711, 2.7529], [-3.9753, -2.7803, 3.7458], [-3.4411, -1.6027, 3.2049], [-3.3700, -0.3070, 3.9102], [-2.9796, -1.8766, 1.9239], [-2.6387, -3.2295, -0.5060], [-3.8957, -4.4031, 0.0026], [-2.2030, -4.6482, 0.5069], [-4.1983, -4.8198, 2.8187], [-4.4193, -2.8450, 4.7370], [-4.2005, 0.3789, 3.6658], [-3.4896, -0.5024, 4.9975], [-2.4291, 0.2482, 3.8180]],
  "lowdin_charge": [1.32, -0.11, -0.13, -0.18, -0.19, -0.11, -0.10, -0.18, -0.18, -0.24, 0.10, 0.08, 0.13, 0.10, 0.12, 0.10, 0.07, 0.10, 0.13, 0.11, 0.12, 0.11, 0.03, 0.02, 0.00, 0.97, 1.02, -0.25, -0.22, -0.23, -0.22, -0.34, -0.32, -0.13, -0.05, -0.03, -0.11, -0.12, -0.04, -0.05, -0.14, -0.23, -0.01, -0.02, -0.10, -0.12, -0.04, -0.05, -0.14, 0.09, 0.07, 0.09, 0.10, 0.07, 0.11, 0.11, 0.12, 0.10, 0.12, 0.11, 0.09, 0.06, 0.14, 0.11, 0.12, 0.10, 0.12, 0.12, 0.10, -0.05, -0.39, -0.03, -0.01, -0.37, -0.06, -0.15, 0.04, 0.11, 0.10, 0.12, 0.12, 0.08, 0.10, 0.06],
  "charge": 2
}


Entry 2:
{
  "formula": "C3H6O2",
  "method": "ωB97M-V/def2-TZVPD",
  "elements": ["O", "C", "C", "C", "O", "H", "H", "H", "H", "H", "H"],
  "positions_angstrom": [[-0.3982, 1.6414, -1.5238], [-0.2062, -0.8272, -0.9208], [0.0435, -0.4103, 0.3064], [0.1074, -0.3998, 1.7367], [1.1500, 0.1487, 0.8862], [0.5564, 1.5952, -1.3855], [-1.1736, -1.1557, -1.2756], [0.5875, -0.7298, -1.6527], [-0.7178, 1.2435, -0.7003], [0.3962, -1.3509, 2.1776], [-0.3956, 0.3060, 2.3910]],
  "lowdin_charge": [-0.08, 0.05, -0.38, -0.04, 0.01, 0.04, 0.08, 0.08, 0.01, 0.12, 0.11],
  "de_lowest_kcal_mol": 79.3,
  "smiles": "C=C1CO1.O"
}


Entry 3:
{
  "formula": "C25H33KNO9PS3Te",
  "method": "ωB97M-V/def2-TZVPD",
  "elements": ["K", "C", "C", "S", "C", "C", "S", "C", "C", "S", "H", "H", "H", "H", "H", "H", "H", "H", "H", "H", "H", "H", "O", "C", "C", "C", "N", "C", "C", "C", "O", "O", "C", "O", "O", "H", "H", "H", "C", "C", "O", "C", "C", "C", "C", "C", "C", "H", "H", "H", "H", "H", "H", "H", "H", "C", "C", "O", "P", "O", "Te", "O", "C", "C", "H", "H", "H", "H", "H", "H", "H", "H", "H", "H"],
  "positions_angstrom": [[-0.1838, -0.5054, -0.3800], [-2.2634, -3.8838, -0.7442], [-3.5662, -3.0855, -0.6949], [-3.3606, -1.2979, -0.9328], [-4.3005, -0.5978, 0.4479], [-3.9126, -1.0307, 1.8609], [-2.1629, -0.7705, 2.2532], [-1.6768, -2.3758, 2.9295], [-1.8703, -3.5974, 2.0376], [-0.9791, -3.4875, 0.4640], [-2.5165, -4.9477, -0.6934], [-1.7499, -3.7082, -1.6917], [-4.2241, -3.4686, -1.4793], [-4.0896, -3.2406, 0.2488], [-4.1415, 0.4784, 0.3535], [-5.3687, -0.7814, 0.2982], [-4.5280, -0.4485, 2.5516], [-4.1573, -2.0808, 2.0262], [-0.6127, -2.2170, 3.1281], [-2.1892, -2.5447, 3.8814], [-1.5102, -4.4698, 2.5894], [-2.9275, -3.7755, 1.8361], [4.9677, 3.3826, 1.7263], [3.8107, 2.6728, 1.4867], [3.4601, 1.5797, 2.2583], [2.2881, 0.9011, 1.9481], [1.4916, 1.2865, 0.9538], [1.8126, 2.3690, 0.2440], [2.9790, 3.0898, 0.4629], [0.8214, 2.8467, -0.8478], [1.1515, 3.8830, -1.4576], [-0.2237, 2.1692, -0.9932], [1.8639, -0.3143, 2.8070], [2.4705, -0.4301, 3.8909], [0.9751, -1.0489, 2.3218], [5.4314, 2.9363, 2.4424], [4.0519, 1.2301, 3.0966], [3.1955, 3.9516, -0.1514], [-2.6692, 3.9375, -0.3676], [-2.4483, 3.2528, 0.9510], [-3.2436, 2.4452, 1.3779], [-1.2307, 3.5959, 1.7448], [-0.4279, 4.6833, 1.4108], [0.7192, 4.9466, 2.1439], [1.0808, 4.1098, 3.1898], [0.2922, 3.0145, 3.5149], [-0.8683, 2.7646, 2.8015], [-3.5262, 3.4791, -0.8567], [-1.7822, 3.8399, -0.9955], [-2.8790, 4.9978, -0.1942], [-0.6618, 5.2919, 0.5478], [1.3595, 5.7723, 1.8593], [2.0057, 4.2865, 3.7260], [0.6075, 2.3231, 4.2867], [-1.4754, 1.8962, 3.0147], [0.1201, -4.9117, -4.5290], [1.4072, -4.2106, -4.9165], [1.4553, -2.8516, -4.5042], [1.4876, -2.4475, -2.9197], [0.1192, -2.5228, -2.3329], [3.2164, -3.6562, -1.8644], [1.8284, -0.8878, -3.0952], [3.1172, -0.3770, -3.4403], [3.4426, 0.7761, -2.5204], [0.1056, -5.9169, -4.9595], [-0.7464, -4.3571, -4.8937], [0.0343, -4.9935, -3.4461], [1.5149, -4.1838, -6.0044], [2.2738, -4.7365, -4.5014], [3.0678, -0.0553, -4.4851], [3.8579, -1.1769, -3.3575], [2.6797, 1.5534, -2.5815], [4.4045, 1.2168, -2.7957], [3.5057, 0.4335, -1.4867]],
  "lowdin_charge": [0.56, -0.54, -0.52, 0.85, -0.54, -0.52, 0.88, -0.53, -0.52, 0.86, 0.07, 0.04, 0.06, 0.05, 0.05, 0.07, 0.07, 0.05, 0.05, 0.07, 0.07, 0.05, 0.03, -0.31, 0.03, -0.18, 0.13, -0.20, 0.03, -0.68, -0.05, -0.11, -0.65, -0.05, -0.10, 0.09, 0.11, 0.12, -0.01, -0.39, 0.05, -0.15, -0.04, -0.08, -0.09, -0.07, -0.01, 0.08, 0.07, 0.08, 0.11, 0.10, 0.10, 0.11, 0.08, -0.10, -0.35, -0.30, 0.04, -0.46, 0.28, -0.30, -0.32, -0.06, 0.07, 0.08, 0.06, 0.11, 0.04, 0.11, 0.04, 0.08, 0.08, 0.08],
  "de_lowest_kcal_mol": 0.0,
  "charge": -2
}


Entry 4:
{
  "formula": "C4H5N3O",
  "method": "ωB97M-V/def2-TZVPD",
  "elements": ["C", "C", "C", "C", "H", "H", "H", "H", "H", "N", "N", "N", "O"],
  "positions_angstrom": [[0.8908, 1.5557, 1.0666], [-0.0494, 1.5167, 0.1674], [-1.3763, -0.2297, -1.2495], [0.4622, -1.0371, -0.0526], [1.5403, 0.6653, 1.2493], [1.2960, 2.4501, 1.5152], [-1.1114, 2.2155, 0.2958], [-2.5100, 0.0247, -1.3990], [1.2183, -2.5917, 0.7249], [-0.4192, 0.1411, -0.3267], [-1.1367, -1.3509, -1.7636], [1.1952, -1.4202, 0.9064], [0.0003, -1.9395, -1.1341]],
  "lowdin_charge": [-0.01, -0.13, -0.21, -0.35, 0.05, 0.06, 0.19, 0.18, 0.17, -0.02, 0.04, 0.11, -0.06],
  "de_lowest_kcal_mol": 133.1,
  "smiles": "[H]/N=c1\\oncn1C=C"
}


Entry 5:
{
  "formula": "C7H14OP",
  "method": "ωB97M-V/def2-TZVPD",
  "elements": ["C", "C", "C", "C", "C", "C", "C", "O", "P", "H", "H", "H", "H", "H", "H", "H", "H", "H", "H", "H", "H", "H", "H"],
  "positions_angstrom": [[0.0588, -1.5300, -0.4914], [-1.2395, -1.4953, -0.1030], [1.0681, -0.4534, -0.4144], [1.4533, -0.0478, -1.8421], [2.3608, -0.7984, 0.2721], [-1.2627, 0.9133, 2.4927], [-2.1923, 1.4385, -0.6128], [0.2711, 0.6179, 0.3564], [-1.2228, 0.3311, 0.5358], [0.5620, -2.3208, -1.0447], [-2.0345, -2.1108, -0.3739], [1.8944, 1.0288, -1.7934], [0.6368, -0.0321, -2.5930], [2.3772, -0.6816, -2.1532], [2.6369, -1.7598, -0.2246], [2.3181, -1.0259, 1.3529], [2.9991, 0.0190, 0.3182], [-1.1469, 2.0424, 2.5401], [-0.3152, 0.5187, 2.8646], [-2.1141, 0.5501, 2.9660], [-1.8262, 2.3701, -0.3774], [-3.1462, 1.3941, -0.0738], [-2.1362, 1.0319, -1.6012]],
  "lowdin_charge": [-0.11, -0.02, -0.53, -0.02, -0.01, -0.05, -0.11, -0.25, 0.94, 0.14, 0.06, 0.13, 0.10, 0.13, 0.12, 0.11, 0.08, 0.08, 0.05, 0.01, 0.03, 0.06, 0.06],
  "de_lowest_kcal_mol": 19.6,
  "charge": 1
}


Entry 6:
{
  "formula": "C10H26AlBr3O10S3",
  "method": "ωB97M-V/def2-TZVPD",
  "elements": ["Al", "O", "H", "O", "S", "O", "O", "C", "C", "C", "H", "H", "H", "H", "H", "H", "H", "H", "O", "S", "O", "O", "C", "C", "C", "H", "H", "H", "H", "H", "H", "H", "H", "O", "S", "O", "O", "C", "C", "C", "H", "H", "H", "H", "H", "H", "H", "H", "C", "Br", "Br", "Br", "H"],
  "positions_angstrom": [[25.0958, 3.7936, 14.2286], [24.0680, 1.8478, 12.5394], [23.6652, 1.1728, 11.9592], [19.7622, 4.9754, 13.0572], [20.7194, 3.9420, 13.4435], [22.0866, 4.1705, 13.8761], [20.1580, 2.8628, 14.5759], [20.9984, 1.9431, 15.2417], [20.1618, 1.0566, 16.1556], [20.7438, 2.9139, 11.9020], [21.7735, 2.3274, 15.9047], [21.5746, 1.5418, 14.4080], [19.4889, 1.6545, 16.7702], [20.9209, 0.5750, 16.7721], [19.6374, 0.2448, 15.6513], [21.2708, 3.3957, 11.0784], [19.7302, 2.6576, 11.5937], [21.3246, 2.0237, 12.1434], [25.8557, -0.8959, 14.7467], [26.8527, -0.1967, 13.9328], [26.9932, 1.2410, 14.1038], [28.2936, -0.9721, 14.0722], [29.2606, -0.3365, 14.9884], [29.4617, -1.3260, 16.1432], [26.5521, -0.5010, 12.1543], [28.9238, 0.6191, 15.3902], [30.1584, -0.1995, 14.3856], [29.2566, -0.9913, 17.1600], [30.4405, -1.7939, 16.0380], [28.7550, -2.1536, 16.0810], [27.2962, 0.1845, 11.7487], [25.5111, -0.2964, 11.9045], [26.8131, -1.5385, 11.9454], [22.0578, 5.6533, 10.2668], [23.4369, 5.2234, 10.3686], [24.0760, 5.0942, 11.6829], [23.5576, 3.9328, 9.3807], [24.6513, 2.9614, 9.5688], [25.6001, 3.0155, 8.4173], [24.4163, 6.4053, 9.3352], [24.3372, 1.9548, 9.8446], [25.2353, 3.2844, 10.4306], [26.5119, 2.4534, 8.6192], [25.8749, 4.0442, 8.1843], [25.2742, 2.5574, 7.4834], [24.2536, 6.4934, 8.2611], [25.4228, 6.0226, 9.5041], [24.3004, 7.3959, 9.7750], [20.4227, -0.5746, 9.3190], [22.3009, 0.0206, 9.8017], [19.6476, 0.7579, 8.0544], [19.3070, -0.9944, 10.9180], [20.4794, -1.4779, 8.7115]],
  "lowdin_charge": [1.14, -0.11, -0.05, -0.20, 0.74, -0.35, -0.23, -0.28, -0.03, -0.07, 0.12, 0.10, 0.10, 0.09, 0.08, 0.05, 0.09, 0.03, -0.26, 0.65, -0.38, -0.24, -0.20, -0.05, -0.07, 0.11, 0.13, 0.09, 0.09, 0.08, 0.08, 0.05, 0.08, -0.25, 0.65, -0.38, -0.25, -0.27, -0.05, -0.07, 0.04, 0.09, 0.09, 0.08, 0.09, 0.09, 0.06, 0.08, -1.41, 0.68, 0.68, 0.66, -0.02],
  "de_lowest_kcal_mol": 66.5,
  "charge": 2
}


Number 1: LUMO -8.1 eV. Number 2: LUMO 0.8 eV. Number 3: LUMO 3.7 eV. Number 4: LUMO 0.8 eV. Number 5: LUMO -3.3 eV. Number 6: LUMO -13.4 eV.